#P
Here is an isolated ion of composition C4H9N2O2 and charge -1 from the Open Molecules 2025 dataset. Energies are from ωB97M-V with the def2-TZVPD basis set.

Values from the calculation:
SMILES: O=CNCCNC[O-]
frontier orbital gap: 7.255 eV
LUMO energy: 4.00 eV
net charge: -1
molecular weight: 117.128 g/mol

Element x y z (Å)
1 O -1.052 0.961 1.704
2 O 3.517 -0.662 0.653
3 N 1.840 0.080 -0.686
4 N -1.896 -0.241 -0.466
5 C -1.981 0.232 1.266
6 C -0.540 -0.634 -0.694
7 C 0.457 0.531 -0.742
8 C 2.429 -0.130 0.512
9 H -0.286 -1.278 -1.575
10 H 1.815 0.228 1.355
11 H -2.167 0.388 -1.233
12 H -2.995 0.652 1.175
13 H 0.283 1.155 -1.619
14 H 2.424 -0.230 -1.452
15 H -0.237 -1.341 0.092
16 H 0.312 1.125 0.166
17 H -1.923 -0.835 1.543

***

#Q
Here is a 2-piece molecular cluster, C4H9N2O2 overall from the Open Molecules 2025 dataset. Energies are from ωB97M-V with the def2-TZVPD basis set.

Values from the calculation:
frontier orbital gap: 6.843 eV
LUMO energy: 2.87 eV
net charge: -1
molecular weight: 117.128 g/mol

Element x y z (Å)
1 O 3.151 -0.637 -0.652
2 O 3.166 1.196 0.678
3 N -2.727 -0.130 -0.417
4 N 1.426 0.883 -0.756
5 C 0.106 -1.020 0.393
6 C 0.434 -0.188 -0.874
7 C 2.711 0.429 -0.191
8 C -2.168 0.452 0.600
9 H 0.853 -1.803 0.494
10 H -1.762 1.461 0.449
11 H -0.439 0.305 -1.297
12 H 0.848 -0.927 -1.561
13 H -0.869 -1.437 0.193
14 H -3.604 0.213 0.140
15 H 1.055 1.579 -0.121
16 H -2.295 0.044 1.616
17 H 0.114 -0.420 1.307

***

#R
Here is an isolated ion of composition C4H9N2O2 and charge -1 from the Open Molecules 2025 dataset. Energies are from ωB97M-V with the def2-TZVPD basis set.

Values from the calculation:
SMILES: CNCCNC(=O)[O-]
frontier orbital gap: 7.877 eV
LUMO energy: 3.61 eV
net charge: -1
molecular weight: 117.128 g/mol

Element x y z (Å)
1 O 1.738 2.919 -0.280
2 O 0.621 3.274 -2.246
3 N -0.249 -1.674 0.890
4 N 0.285 1.324 -0.995
5 C 1.032 0.334 -0.209
6 C -1.661 -2.038 0.713
7 C 0.102 -0.219 0.943
8 C 0.931 2.672 -1.233
9 H -2.311 -1.201 0.442
10 H 0.665 -0.159 1.898
11 H 1.492 -0.390 -0.924
12 H 1.814 0.867 0.319
13 H -1.778 -2.887 0.041
14 H -2.058 -2.309 1.694
15 H -0.818 0.366 0.860
16 H 0.210 -1.872 -0.006
17 H -0.014 0.992 -1.907

***

Ordering by calculated energy gives the sequence #R, #P, #Q, with the first entry being the most stable.

***

#P
Here is C4H9N2O2 as an isolated structure from the Open Molecules 2025 dataset. Energies are from ωB97M-V with the def2-TZVPD basis set.

Values from the calculation:
frontier orbital gap: 6.532 eV
LUMO energy: 2.66 eV
net charge: -1
molecular weight: 117.128 g/mol

Element x y z (Å)
1 O -1.556 -0.348 -2.593
2 O 2.120 0.670 1.542
3 N -0.978 -0.542 0.001
4 N 1.274 -1.495 1.508
5 C -1.965 -0.345 -1.314
6 C 0.208 0.150 0.141
7 C 0.987 -0.047 1.425
8 C 0.347 1.439 -0.599
9 H -0.630 2.024 -0.533
10 H 0.310 0.120 2.253
11 H 1.140 2.037 -0.079
12 H 0.943 -2.062 0.735
13 H 0.571 1.360 -1.655
14 H -2.684 -1.231 -1.050
15 H -2.448 0.646 -0.973
16 H 0.173 -0.801 -0.565
17 H 2.188 -1.574 1.756

***

#Q
Here is a 2-piece molecular cluster, C4H9N2O2 overall from the Open Molecules 2025 dataset. Energies are from ωB97M-V with the def2-TZVPD basis set.

Values from the calculation:
frontier orbital gap: 7.936 eV
LUMO energy: 3.87 eV
net charge: -1
molecular weight: 117.128 g/mol

Element x y z (Å)
1 O -0.634 0.338 -1.531
2 O -4.514 0.390 0.401
3 N 1.317 1.686 -0.092
4 N -0.244 -1.494 -0.130
5 C -3.359 0.048 0.077
6 C 1.465 0.255 -0.377
7 C 0.046 -0.344 -0.699
8 C 2.167 -0.522 0.811
9 H 2.536 -1.483 0.442
10 H 2.185 0.000 -1.193
11 H 2.955 0.138 1.212
12 H -1.071 -1.786 -0.625
13 H -3.261 -0.905 -0.483
14 H 1.341 -0.795 1.479
15 H 0.398 1.976 -0.434
16 H 1.125 1.851 0.888
17 H -2.452 0.647 0.254

***

#R
Here is an isolated ion of composition C4H9N2O2 and charge -1 from the Open Molecules 2025 dataset. Energies are from ωB97M-V with the def2-TZVPD basis set.

Values from the calculation:
SMILES: O=CNCCNC[O-]
frontier orbital gap: 6.287 eV
LUMO energy: 3.75 eV
net charge: -1
molecular weight: 117.128 g/mol

Element x y z (Å)
1 O -1.067 0.935 3.818
2 O -0.294 -1.436 -2.254
3 N 1.199 0.050 -1.250
4 N -0.566 0.984 1.621
5 C 0.510 -0.424 -2.497
6 C 0.470 -0.479 -0.073
7 C -0.703 0.402 0.291
8 C -0.982 0.302 2.739
9 H -1.100 -0.770 2.769
10 H 2.222 -0.059 -1.363
11 H 1.330 -0.824 -3.091
12 H -0.898 1.088 -0.539
13 H -0.338 1.952 1.811
14 H 1.399 -0.380 0.740
15 H 0.286 -1.535 -0.043
16 H 0.072 0.410 -2.893
17 H -1.541 -0.217 0.213

***

Ordering by calculated energy gives the sequence #Q, #R, #P, with the first entry being the most stable.

***

#P
Here is one molecule with the formula C2H4N2O2S2 from the Open Molecules 2025 dataset. Energies are from ωB97M-V with the def2-TZVPD basis set.

Values from the calculation:
SMILES: O=CO/C(=N/S)NS
frontier orbital gap: 9.413 eV
LUMO energy: 0.59 eV
molecular weight: 152.200 g/mol

Element x y z (Å)
1 S 2.543 -0.646 -0.380
2 S 0.689 2.127 -0.279
3 O -1.188 -1.012 0.469
4 O -2.116 0.339 -1.116
5 N 0.928 -1.186 -0.277
6 N 0.164 0.849 0.747
7 C 0.066 -0.434 0.250
8 C -2.201 -0.551 -0.291
9 H -3.125 -1.097 -0.080
10 H 3.035 -1.856 -0.724
11 H -0.650 1.111 1.313
12 H 1.856 2.355 0.367

***

#Q
Here is one molecule with the formula C2H4N2O2S2 from the Open Molecules 2025 dataset. Energies are from ωB97M-V with the def2-TZVPD basis set.

Values from the calculation:
SMILES: O=C(O)/C(=N/S)NS
frontier orbital gap: 9.580 eV
LUMO energy: 0.35 eV
molecular weight: 152.200 g/mol

Element x y z (Å)
1 S 1.954 1.186 -0.592
2 S -1.833 0.918 1.769
3 O -0.939 -1.739 -1.548
4 O 1.269 -1.678 -1.105
5 N 0.835 0.610 0.577
6 N -1.431 -0.106 0.368
7 C -0.213 -0.204 0.083
8 C 0.170 -1.306 -0.903
9 H 2.864 0.195 -0.464
10 H 0.519 1.314 1.234
11 H -0.605 -2.496 -2.107
12 H -2.930 0.195 2.030

***

Ordering by calculated energy gives the sequence #Q, #P, with the first entry being the most stable.

***

#P
Here is a 2-piece molecular cluster, C3H3F2NO overall from the Open Molecules 2025 dataset. Energies are from ωB97M-V with the def2-TZVPD basis set.

Values from the calculation:
frontier orbital gap (alpha / beta): 9.043 / 9.042 eV
LUMO energy (alpha / beta): 0.03 / 0.03 eV
molecular weight: 107.059 g/mol

Element x y z (Å)
1 F 5.207 -0.276 -0.208
2 F 0.823 2.639 0.018
3 O 3.269 -1.133 -0.689
4 N -0.293 0.712 -0.061
5 C -0.874 -0.289 -0.548
6 C 3.941 -0.485 0.011
7 C 0.649 1.369 0.405
8 H 3.744 -0.200 1.017
9 H -1.891 -0.692 -0.170
10 H -0.260 -0.915 -1.246

***

#Q
Here is one molecule with the formula C3H3F2NO from the Open Molecules 2025 dataset. Energies are from ωB97M-V with the def2-TZVPD basis set.

Values from the calculation:
frontier orbital gap: 10.262 eV
LUMO energy: 0.85 eV
molecular weight: 107.059 g/mol

Element x y z (Å)
1 F -1.728 0.235 1.225
2 F -2.408 -0.005 -0.837
3 O -0.393 1.034 -0.496
4 N -0.210 -1.620 -0.084
5 C 0.895 0.604 0.039
6 C 0.851 -0.966 -0.087
7 C -1.351 0.186 -0.062
8 H 1.764 -1.406 -0.139
9 H 1.015 0.946 1.038
10 H 1.566 0.992 -0.596

***

Ordering by calculated energy gives the sequence #Q, #P, with the first entry being the most stable.

***

#P
Here is one molecule with the formula C3H4 from the Open Molecules 2025 dataset. Energies are from ωB97M-V with the def2-TZVPD basis set.

Values from the calculation:
SMILES: C#CC
frontier orbital gap: 10.936 eV
LUMO energy: 1.03 eV
molecular weight: 40.065 g/mol

Element x y z (Å)
1 C -0.911 0.269 -0.362
2 C 0.505 -0.022 -0.391
3 C 1.567 -0.479 -0.048
4 H 2.570 -0.764 -0.209
5 H -1.279 1.242 -0.693
6 H -1.474 -0.529 -0.870
7 H -0.952 0.282 0.726

***

#Q
Here is one molecule with the formula C3H4 from the Open Molecules 2025 dataset. Energies are from ωB97M-V with the def2-TZVPD basis set.

Values from the calculation:
SMILES: C#CC
frontier orbital gap: 11.023 eV
LUMO energy: 1.09 eV
molecular weight: 40.065 g/mol

Element x y z (Å)
1 C 1.971 0.062 -0.050
2 C 0.769 -0.101 0.035
3 C -0.693 -0.008 -0.009
4 H -0.887 0.914 -0.459
5 H 2.982 0.068 0.304
6 H -1.097 -0.777 -0.637
7 H -0.959 -0.120 1.078

***

Ordering by calculated energy gives the sequence #Q, #P, with the first entry being the most stable.